Formula: C48H132N12O12
Source: the Open Molecules 2025 dataset
Level of theory: ωB97M-V with the def2-TZVPD basis set

Cartesian coordinates (Å):
C: 0.366 4.852 -1.617
O: 0.998 4.150 -2.646
C: 2.377 3.904 -2.405
C: 2.980 3.504 -3.730
C: 2.548 2.132 -4.196
N: 4.473 3.617 -3.664
H: 0.924 5.735 -1.272
H: 0.148 4.230 -0.739
H: -0.571 5.279 -1.978
H: 2.849 4.836 -2.067
H: 2.482 3.132 -1.632
H: 2.599 4.235 -4.453
H: 3.211 1.765 -4.988
H: 1.567 2.168 -4.671
H: 2.503 1.367 -3.418
H: 4.790 3.092 -4.477
H: 4.685 4.582 -3.903
C: -8.917 -1.788 -5.235
O: -8.755 -1.274 -3.923
C: -7.411 -1.166 -3.546
C: -7.333 -0.670 -2.119
C: -5.904 -0.325 -1.769
N: -7.751 -1.709 -1.173
H: -8.212 -1.312 -5.919
H: -9.946 -1.615 -5.541
H: -8.767 -2.875 -5.225
H: -6.874 -2.125 -3.621
H: -6.868 -0.446 -4.181
H: -7.963 0.230 -2.071
H: -5.536 0.527 -2.346
H: -5.178 -1.134 -1.880
H: -5.838 -0.056 -0.711
H: -7.851 -1.246 -0.262
H: -8.697 -2.034 -1.365
C: 5.169 2.713 0.078
O: 6.580 2.565 0.127
C: 7.252 3.762 0.436
C: 8.743 3.535 0.252
C: 9.300 2.564 1.270
N: 9.416 4.828 0.402
H: 4.947 3.479 -0.674
H: 4.801 2.992 1.069
H: 4.777 1.758 -0.265
H: 6.932 4.570 -0.240
H: 7.033 4.062 1.471
H: 8.850 3.104 -0.754
H: 9.147 2.914 2.290
H: 10.363 2.408 1.070
H: 8.841 1.586 1.135
H: 10.419 4.677 0.351
H: 9.229 5.412 -0.410
C: -9.130 0.637 5.434
O: -8.831 0.054 4.195
C: -7.449 0.038 3.921
C: -7.200 -0.672 2.617
C: -5.770 -0.425 2.137
N: -8.136 -0.277 1.550
H: -8.585 1.577 5.589
H: -8.903 -0.014 6.288
H: -10.197 0.855 5.455
H: -7.105 1.087 3.831
H: -6.871 -0.403 4.744
H: -7.269 -1.756 2.767
H: -5.714 0.588 1.726
H: -5.450 -1.128 1.372
H: -5.081 -0.519 2.978
H: -7.877 0.670 1.276
H: -9.047 -0.173 1.993
C: 0.879 -2.584 3.169
O: 0.755 -1.175 3.153
C: 0.190 -0.639 4.349
C: -1.164 -1.187 4.714
C: -2.256 -0.809 3.740
N: -1.528 -0.591 6.035
H: 1.232 -2.934 4.148
H: 1.660 -2.857 2.461
H: -0.070 -3.073 2.942
H: 0.910 -0.790 5.167
H: 0.142 0.445 4.218
H: -1.134 -2.276 4.818
H: -3.227 -1.040 4.182
H: -2.216 -1.393 2.817
H: -2.224 0.239 3.443
H: -2.383 -1.040 6.345
H: -0.814 -0.848 6.710
C: 3.757 -1.963 -2.657
O: 5.087 -1.571 -2.587
C: 5.255 -0.177 -2.740
C: 6.724 0.161 -2.565
C: 7.264 -0.359 -1.241
N: 6.945 1.608 -2.688
H: 3.120 -1.523 -1.874
H: 3.657 -3.046 -2.578
H: 3.303 -1.695 -3.626
H: 4.943 0.071 -3.772
H: 4.572 0.397 -2.092
H: 7.202 -0.348 -3.409
H: 8.127 0.224 -0.916
H: 7.612 -1.390 -1.316
H: 6.490 -0.335 -0.470
H: 6.996 2.021 -1.760
H: 6.125 2.077 -3.069
C: 5.106 4.593 4.134
O: 3.985 5.322 3.646
C: 2.761 4.796 4.087
C: 2.256 3.667 3.196
C: 2.058 4.136 1.761
N: 1.004 3.155 3.773
H: 5.100 4.583 5.228
H: 5.987 5.092 3.741
H: 5.077 3.550 3.795
H: 2.828 4.447 5.125
H: 2.010 5.592 4.059
H: 2.957 2.826 3.183
H: 1.653 3.293 1.195
H: 3.012 4.445 1.326
H: 1.343 4.954 1.631
H: 0.596 2.510 3.095
H: 0.315 3.904 3.807
C: 1.050 -3.689 -0.733
O: 0.424 -4.932 -0.852
C: -0.592 -4.922 -1.839
C: -1.380 -6.209 -1.746
C: -2.450 -6.235 -2.823
N: -2.028 -6.373 -0.437
H: 0.372 -2.896 -0.369
H: 1.388 -3.329 -1.715
H: 1.879 -3.731 -0.030
H: -1.236 -4.040 -1.705
H: -0.121 -4.823 -2.832
H: -0.709 -7.055 -1.910
H: -3.155 -5.402 -2.731
H: -3.038 -7.151 -2.777
H: -2.024 -6.152 -3.828
H: -2.664 -5.589 -0.295
H: -1.291 -6.250 0.254
C: -3.110 1.500 0.038
O: -2.602 0.240 0.405
C: -1.375 -0.074 -0.236
C: -0.240 0.917 0.044
C: 1.042 0.289 -0.491
N: -0.081 1.197 1.460
H: -2.594 2.298 0.598
H: -4.159 1.540 0.318
H: -2.934 1.776 -1.008
H: -1.114 -1.059 0.167
H: -1.525 -0.186 -1.322
H: -0.483 1.851 -0.470
H: 1.019 0.180 -1.576
H: 1.153 -0.676 0.010
H: 1.913 0.895 -0.232
H: -0.969 1.456 1.882
H: 0.227 0.412 2.031
C: -3.186 -3.364 0.641
O: -4.114 -4.417 0.706
C: -5.452 -3.955 0.534
C: -6.369 -5.147 0.375
C: -5.899 -5.986 -0.811
N: -7.733 -4.625 0.177
H: -2.186 -3.764 0.805
H: -3.402 -2.592 1.393
H: -3.206 -2.852 -0.334
H: -5.717 -3.369 1.423
H: -5.516 -3.330 -0.367
H: -6.324 -5.714 1.308
H: -5.938 -5.389 -1.726
H: -6.579 -6.831 -0.964
H: -4.905 -6.394 -0.634
H: -8.216 -5.207 -0.500
H: -7.686 -3.709 -0.268
C: 3.628 -0.228 2.134
O: 4.907 -0.646 2.549
C: 5.609 0.385 3.206
C: 6.890 -0.187 3.754
C: 7.617 0.814 4.646
N: 7.814 -0.699 2.730
H: 3.765 0.529 1.351
H: 2.956 0.108 2.929
H: 3.114 -1.066 1.663
H: 5.875 1.181 2.485
H: 5.006 0.835 4.009
H: 6.657 -1.049 4.390
H: 7.031 1.014 5.542
H: 7.763 1.752 4.093
H: 8.619 0.471 4.892
H: 8.006 0.051 2.069
H: 7.300 -1.378 2.172
C: 0.314 -1.346 -4.822
O: -0.695 -0.486 -4.384
C: -1.113 0.414 -5.395
C: -2.118 1.347 -4.773
C: -3.335 0.601 -4.247
N: -2.585 2.285 -5.805
H: 0.624 -1.999 -4.010
H: 1.189 -0.799 -5.206
H: -0.023 -1.987 -5.654
H: -0.243 0.945 -5.806
H: -1.569 -0.164 -6.212
H: -1.623 1.885 -3.952
H: -3.965 1.350 -3.757
H: -3.058 -0.090 -3.451
H: -3.878 0.127 -5.060
H: -3.120 3.045 -5.400
H: -1.812 2.758 -6.263

Properties
* SMILES: COC[C@H](C)N.COC[C@H](C)N.COC[C@H](C)N.COC[C@H](C)N.COC[C@H](C)N.COC[C@H](C)N.COC[C@H](C)N.COC[C@H](C)N.COC[C@H](C)N.COC[C@H](C)N.COC[C@H](C)N.COC[C@H](C)N
* HOMO energy: -8.78 eV
* relative energy (zero: lowest compared OMol25 entry of this formula, charge and spin): 0.0 kJ/mol
* electronic energy: -94363.2785 eV